# 1
ORCA calculation (the ωB97M-V functional and the def2-TZVPD basis) on a 2-piece molecular cluster, C2H8NO2 overall in a non-equilibrium geometry.

Element x y z (Å)
C 1.44 -1.06 -0.14
C 1.61 1.30 0.00
N 0.87 0.21 -0.05
O -3.36 0.50 -0.07
O -2.02 -0.12 0.17
H 2.57 -1.15 0.21
H 0.75 -1.64 0.39
H 1.40 -1.58 -1.16
H 1.03 2.25 0.25
H 2.66 1.11 0.03
H -0.22 0.33 0.04
H -3.87 0.17 0.65
H -3.80 -0.12 -0.82

Calculated values
* spin multiplicity: 1
* LUMO: -4.81 eV
* orbital gap: 0.338 Ha
* strongest force on any atom: 4.87 eV/Å
* total charge: +1
* energy: -285.7739 a.u.



# 2
ORCA calculation (the ωB97M-V functional and the def2-TZVPD basis) on a 2-piece molecular cluster, C2H8NO2P overall in a non-equilibrium geometry.

Element x y z (Å)
C -1.34 1.04 -0.50
C -1.19 -0.30 0.00
N -2.25 -1.03 0.12
O 1.41 0.13 -0.38
O 4.34 0.06 0.13
P 0.59 -0.94 0.17
H -2.21 1.25 -1.11
H -0.38 1.67 -0.73
H -1.71 1.57 0.35
H 0.60 -0.68 1.59
H -3.06 -0.81 -0.50
H 3.83 -0.11 0.89
H -2.32 -1.94 0.50
H 3.68 0.09 -0.53

Calculated values
* spin multiplicity: 1
* LUMO: -0.30 eV
* orbital gap: 0.279 Ha
* strongest force on any atom: 3.77 eV/Å
* energy: -627.5232 a.u.



# 3
ORCA calculation (the ωB97M-V functional and the def2-TZVPD basis) on an isolated molecule of C2H8NO2P in a non-equilibrium geometry.

Element x y z (Å)
C -1.23 1.12 -0.13
C -0.62 -1.66 -0.11
N 2.52 -0.35 0.56
O 3.72 0.38 0.19
O 1.31 0.34 0.34
P -0.28 -0.11 0.88
H -2.30 1.02 0.01
H -1.03 2.25 0.21
H -1.01 1.03 -1.15
H -0.51 -1.43 -1.17
H -0.03 -2.49 0.35
H -1.68 -1.63 0.07
H 4.21 0.56 1.10
H 2.51 -1.10 -0.21

Calculated values
* structure (SMILES): CP(C)ONO
* spin multiplicity: 1
* LUMO: 1.00 eV
* orbital gap: 0.341 Ha
* strongest force on any atom: 3.33 eV/Å
* energy: -627.4467 a.u.



# 4
ORCA calculation (the ωB97M-V functional and the def2-TZVPD basis) on an isolated molecule of C2H8NO2PS in a non-equilibrium geometry.

Element x y z (Å)
C -0.77 2.31 -0.05
C 0.54 -2.04 -0.83
N 0.10 1.12 0.01
O -0.21 0.01 2.27
O 0.45 -1.48 0.47
P -0.53 -0.26 0.70
S -2.69 -1.00 0.04
H -0.51 2.93 0.84
H -0.67 2.75 -1.05
H -1.86 1.85 0.02
H -0.36 -1.71 -1.47
H 0.55 -3.18 -0.88
H 1.43 -1.71 -1.36
H 0.97 1.35 0.37
H -0.53 -0.71 2.80

Calculated values
* structure (SMILES): CN[P@@](O)(=S)OC
* spin multiplicity: 1
* LUMO: 0.32 eV
* orbital gap: 0.317 Ha
* strongest force on any atom: 4.40 eV/Å
* energy: -1025.7867 a.u.



# 5
ORCA calculation (the ωB97M-V functional and the def2-TZVPD basis) on a 2-piece molecular cluster, C2H8NO3 overall.

Element x y z (Å)
O 0.41 -0.46 -0.97
C 0.06 0.12 0.02
O -0.27 1.36 0.19
C -0.09 -0.59 1.35
N 0.33 -2.00 1.13
H -0.22 1.93 -0.62
H 0.50 -0.11 2.10
H -1.13 -0.53 1.68
H 1.31 -2.10 1.39
H -0.24 -2.62 1.70
H 0.18 -2.22 0.14
H -1.06 2.42 -2.71
H 0.39 2.64 -3.02
O -0.18 2.17 -2.40

Calculated values
* spin multiplicity: 1
* LUMO: -3.66 eV
* orbital gap: 0.426 Ha
* strongest force on any atom: 0.84 eV/Å
* total charge: +1
* energy: -361.2564 a.u.



# 6
ORCA calculation (the ωB97M-V functional and the def2-TZVPD basis) on a 2-piece molecular cluster, C2H8NO3 overall in a non-equilibrium geometry.

Element x y z (Å)
O -0.72 1.03 0.38
C -0.15 -0.02 0.24
O 1.15 -0.22 0.09
C -0.92 -1.33 0.29
N -2.33 -1.00 0.62
H 1.49 0.31 -0.67
H -0.50 -1.92 1.12
H -0.86 -1.98 -0.59
H -2.72 -0.40 -0.12
H -2.41 -0.34 1.42
H -3.02 -1.73 0.77
H 3.33 0.91 -1.67
H 2.73 2.35 -1.63
O 2.55 1.43 -1.42

Calculated values
* spin multiplicity: 1
* LUMO: -3.70 eV
* orbital gap: 0.428 Ha
* strongest force on any atom: 1.77 eV/Å
* total charge: +1
* energy: -361.2419 a.u.



# 7
ORCA calculation (the ωB97M-V functional and the def2-TZVPD basis) on a 2-piece molecular cluster, C2H8NO3 overall in a non-equilibrium geometry.

Element x y z (Å)
O 1.35 -0.26 -1.44
C 0.20 -0.55 -1.02
O -1.02 -0.53 -1.62
C -0.06 -0.80 0.46
N 1.24 -1.37 0.98
H -1.75 -0.15 -1.12
H -0.40 -0.02 1.09
H -0.68 -1.68 0.60
H 1.88 -1.47 0.14
H 1.68 -0.67 1.56
H 1.09 -2.17 1.60
H -0.61 3.11 -1.04
H -1.63 3.69 0.14
O -1.29 2.86 -0.33

Calculated values
* spin multiplicity: 2
* LUMO (alpha / beta): -11.35 / -15.97 eV
* orbital gap (alpha / beta): 0.253 / 0.083 Ha
* strongest force on any atom: 5.54 eV/Å
* total charge: +2
* energy: -360.6093 a.u.



# 8
ORCA calculation (the ωB97M-V functional and the def2-TZVPD basis) on C2H8NO3P as an isolated structure in a non-equilibrium geometry.

Element x y z (Å)
C 2.29 -0.72 -0.03
C -1.31 1.90 -0.45
N -0.78 -0.10 1.66
O -1.49 -1.90 -0.31
O 1.18 -0.99 -0.79
O -1.49 0.52 -0.76
P -0.85 -0.56 0.18
H 2.98 -0.09 -0.61
H 2.81 -1.66 0.22
H 2.05 -0.19 0.90
H -0.52 2.31 -1.08
H -1.05 2.03 0.60
H -2.25 2.40 -0.66
H -0.45 -0.80 2.30
H -1.11 -2.15 -1.16

Calculated values
* spin multiplicity: 1
* LUMO: 0.30 eV
* orbital gap: 0.345 Ha
* strongest force on any atom: 4.50 eV/Å
* energy: -702.8025 a.u.



# 9
ORCA calculation (the ωB97M-V functional and the def2-TZVPD basis) on a 3-piece molecular cluster, C2H8NO4 overall in a non-equilibrium geometry.

Element x y z (Å)
O 3.23 -0.46 1.36
C 2.33 -1.07 0.77
N 0.99 -0.76 0.89
C -0.19 -0.97 -0.04
O -1.25 -0.13 0.36
H 2.48 -1.93 0.16
H 0.66 -0.10 1.54
H -0.50 -2.06 -0.17
H 0.19 -0.62 -1.04
H -2.93 0.15 -1.68
H -1.52 0.37 -1.03
O -2.10 0.70 -1.82
H -1.00 2.29 0.75
H 0.00 1.89 -0.21
O -0.39 2.70 0.14

Calculated values
* spin multiplicity: 1
* LUMO: 3.92 eV
* orbital gap: 0.309 Ha
* strongest force on any atom: 3.09 eV/Å
* total charge: -1
* energy: -436.7487 a.u.



# 10
ORCA calculation (the ωB97M-V functional and the def2-TZVPD basis) on a 2-piece molecular cluster, C2H8NO4 overall in a non-equilibrium geometry.

Element x y z (Å)
C -1.04 0.92 0.34
C 1.06 0.42 -0.10
N -1.73 -0.39 0.06
O 1.09 0.60 -1.39
O 1.94 1.16 0.58
O 0.48 -1.85 -0.44
O 1.21 -0.89 0.41
H -0.99 1.04 1.39
H -1.37 1.75 -0.13
H -2.77 -0.31 0.31
H -1.26 -0.92 0.75
H -1.54 -0.71 -1.02
H 2.10 0.43 -1.75
H 1.69 1.33 1.51
H 1.16 -2.58 -0.53

Calculated values
* spin multiplicity: 1
* LUMO: -3.59 eV
* orbital gap: 0.380 Ha
* strongest force on any atom: 5.38 eV/Å
* total charge: +1
* energy: -436.2729 a.u.



# 11
ORCA calculation (the ωB97M-V functional and the def2-TZVPD basis) on an isolated molecule of C2H8NOPS in a non-equilibrium geometry.

Element x y z (Å)
C 1.61 0.08 0.52
C 0.58 -0.98 0.24
N -0.31 -0.58 -0.81
O -2.45 -0.98 0.65
P -2.09 1.90 -0.15
S -2.06 -0.36 -0.62
H 1.27 1.02 1.03
H 2.29 -0.41 1.20
H 2.15 0.29 -0.42
H 1.11 -1.89 -0.24
H -0.09 -1.47 0.99
H 0.12 -0.04 -1.55
H -1.26 1.94 -1.35
H -0.88 1.49 0.51

Calculated values
* structure (SMILES): CCNS(=O)#[PH2]
* spin multiplicity: 1
* LUMO: 0.32 eV
* orbital gap: 0.318 Ha
* strongest force on any atom: 2.78 eV/Å
* energy: -950.4461 a.u.



# 12
ORCA calculation (the ωB97M-V functional and the def2-TZVPD basis) on a 2-piece molecular cluster, C2H8NOPS2 overall in a non-equilibrium geometry.

Element x y z (Å)
C -1.02 -1.20 0.91
C 2.51 -2.96 -2.17
N -0.93 2.52 0.88
O -0.85 0.19 0.83
P -1.27 1.35 -0.22
S 0.41 1.38 -1.71
S 2.35 -3.34 -0.62
H -0.32 -1.61 1.62
H -0.83 -1.80 -0.14
H -1.99 -1.38 1.31
H 3.39 -3.35 -2.78
H -0.38 2.06 -2.65
H 1.76 -2.36 -2.78
H -0.92 3.46 0.49
H -1.34 2.42 1.85

Calculated values
* structure (SMILES): COP(N)S.C=S
* spin multiplicity: 1
* LUMO: -0.31 eV
* orbital gap: 0.286 Ha
* strongest force on any atom: 3.31 eV/Å
* energy: -1348.6767 a.u.



# 13
ORCA calculation (the ωB97M-V functional and the def2-TZVPD basis) on C2H8NOS2 as an isolated structure in a non-equilibrium geometry.

Element x y z (Å)
S 0.27 -0.83 0.63
S -0.03 -3.06 0.78
H -1.03 -0.86 0.98
H 0.76 -3.29 1.89
C -0.77 1.86 -0.27
O -0.49 1.21 0.89
C 0.49 2.02 -1.11
N 0.23 2.77 -2.32
H -1.48 1.30 -0.95
H -1.18 2.90 -0.09
H 1.25 2.48 -0.42
H 0.82 0.99 -1.36
H 0.08 3.76 -2.16
H 0.84 2.62 -3.10

Calculated values
* spin multiplicity: 1
* LUMO: 3.52 eV
* orbital gap: 0.264 Ha
* strongest force on any atom: 1.86 eV/Å
* total charge: -1
* energy: -1007.3557 a.u.



# 14
ORCA calculation (the ωB97M-V functional and the def2-TZVPD basis) on a 2-piece molecular cluster, C2H8NPS overall in a non-equilibrium geometry.

Element x y z (Å)
C 1.03 -2.42 0.28
C 0.23 0.08 0.96
N -1.06 2.69 -1.15
P -0.82 1.04 -1.44
S -0.28 -1.56 1.20
H 1.93 -2.44 0.88
H 1.20 -1.89 -0.65
H 0.69 -3.43 0.09
H 1.29 0.24 0.87
H -0.31 0.77 1.59
H -1.52 2.96 -0.29
H -0.26 3.27 -1.34
H -2.10 0.67 -1.01

Calculated values
* spin multiplicity: 1
* LUMO (alpha / beta): 0.38 / 0.41 eV
* orbital gap (alpha / beta): 0.268 / 0.264 Ha
* strongest force on any atom: 2.08 eV/Å
* energy: -875.2066 a.u.



# 15
ORCA calculation (the ωB97M-V functional and the def2-TZVPD basis) on a 2-piece molecular cluster, C2H8NS overall in a non-equilibrium geometry.

Element x y z (Å)
N -2.10 2.57 -0.66
H -1.27 3.02 -0.62
H -2.53 2.97 -1.49
H -1.84 1.61 -0.78
C 1.61 -0.99 0.95
C 0.52 -1.71 0.07
S -0.86 -0.60 -0.45
H 2.41 -1.76 1.39
H 2.10 -0.24 0.26
H 0.98 -0.24 1.52
H 0.97 -2.10 -0.83
H 0.01 -2.52 0.63

Calculated values
* spin multiplicity: 1
* LUMO: 4.49 eV
* orbital gap: 0.252 Ha
* strongest force on any atom: 3.53 eV/Å
* total charge: -1
* energy: -533.9410 a.u.



# 16
ORCA calculation (the ωB97M-V functional and the def2-TZVPD basis) on C2H8NS as an isolated structure in a non-equilibrium geometry.

Element x y z (Å)
C 1.03 0.69 -0.54
C 1.08 -0.79 -0.23
S 2.74 0.06 -0.32
N -2.17 0.09 0.25
H 0.52 1.24 0.28
H 0.71 1.27 -1.45
H 0.45 -0.95 0.75
H 0.61 -1.37 -1.02
H 2.59 -0.62 1.36
H -2.55 0.69 -0.48
H -2.66 -0.80 0.24
H -2.34 0.49 1.18

Calculated values
* spin multiplicity: 1
* LUMO: -6.50 eV
* orbital gap: 0.273 Ha
* strongest force on any atom: 4.39 eV/Å
* total charge: +1
* energy: -533.5301 a.u.



# 17
ORCA calculation (the ωB97M-V functional and the def2-TZVPD basis) on a 2-piece molecular cluster, C2H8NS2 overall in a non-equilibrium geometry.

Element x y z (Å)
C 1.30 0.96 -0.57
C 0.85 -0.10 0.27
N 0.28 0.27 1.43
S 0.88 -1.84 -0.06
S -2.55 -0.74 -0.27
H 0.66 1.83 -0.40
H 2.30 1.27 -0.28
H 1.49 0.73 -1.56
H -0.09 -0.19 2.21
H -3.17 -1.61 -0.93
H 0.14 1.23 1.59
H 1.61 -1.87 -1.15
H -3.68 0.06 -0.28

Calculated values
* spin multiplicity: 1
* LUMO: -4.92 eV
* orbital gap: 0.304 Ha
* strongest force on any atom: 4.09 eV/Å
* total charge: +1
* energy: -931.8488 a.u.



# 18
ORCA calculation (the ωB97M-V functional and the def2-TZVPD basis) on a 2-piece molecular cluster, C2H8NSe overall in a non-equilibrium geometry.

Element x y z (Å)
C 0.49 1.65 0.10
C -0.40 0.86 -0.68
N 0.17 -1.89 0.02
Se -1.72 -0.13 -0.17
H 1.09 2.50 -0.47
H 1.41 1.09 0.26
H 0.07 2.07 1.07
H -0.22 0.91 -1.76
H -0.30 -2.20 0.91
H 1.11 -2.30 0.12
H -0.34 -2.45 -0.67
H -1.37 -0.10 1.26

Calculated values
* spin multiplicity: 1
* LUMO: -5.90 eV
* orbital gap: 0.305 Ha
* strongest force on any atom: 3.38 eV/Å
* total charge: +1
* energy: -2536.8308 a.u.



# 19
ORCA calculation (the ωB97M-V functional and the def2-TZVPD basis) on a 2-piece molecular cluster, C2H8O overall in a non-equilibrium geometry.

Element x y z (Å)
C -1.92 0.13 -0.32
H -1.72 0.58 -1.43
H -2.91 -0.39 -0.37
H -1.11 -0.60 -0.10
H -1.92 0.93 0.43
C 1.68 0.15 0.58
O 1.35 -0.30 -0.74
H 1.80 -0.79 1.22
H 0.96 0.88 1.03
H 2.68 0.66 0.50
H 1.13 -1.25 -0.80

Calculated values
* structure (SMILES): CO.C
* spin multiplicity: 1
* LUMO: 0.92 eV
* orbital gap: 0.415 Ha
* strongest force on any atom: 2.99 eV/Å
* energy: -156.1909 a.u.



# 20
ORCA calculation (the ωB97M-V functional and the def2-TZVPD basis) on a 2-piece molecular cluster, C2H8O2 overall.

Element x y z (Å)
C -1.35 1.28 -0.31
O -2.00 0.49 -1.31
H -2.95 0.62 -1.29
H -0.57 1.83 -0.85
H -2.02 1.97 0.22
H -0.91 0.61 0.42
C 1.60 -1.23 0.17
O 1.86 -0.69 1.45
H 1.15 -0.11 1.74
H 2.53 -1.22 -0.39
H 1.17 -2.23 0.24
H 0.88 -0.64 -0.40

Calculated values
* structure (SMILES): CO.CO
* spin multiplicity: 1
* LUMO: 0.77 eV
* orbital gap: 0.410 Ha
* strongest force on any atom: 0.77 eV/Å
* energy: -231.4308 a.u.